(1)
{"formula": "C21H17NO3", "method": "ωB97M-V with the def2-TZVPD basis set", "orbital_gap_ev": 3.912, "energy_ev": -29682.436, "charge": 0, "homo_ev": -6.1, "largest_force_ev_per_a": 1.55, "species": ["C", "O", "C", "C", "C", "C", "C", "O", "C", "C", "C", "C", "C", "C", "C", "C", "C", "C", "H", "H", "H", "H", "H", "H", "H", "H", "H", "H", "H", "H", "H", "O", "C", "C", "C", "N", "C", "C", "H", "H", "H", "H"], "xyz": [[-4.12, 2.89, -4.21], [-3.50, 3.43, -3.02], [-3.11, 2.57, -2.04], [-2.50, 3.14, -0.90], [-2.09, 2.33, 0.14], [-2.27, 0.92, 0.10], [-1.89, 0.09, 1.21], [-2.06, -1.24, 0.97], [-1.75, -2.17, 1.95], [-1.26, -1.75, 3.20], [-0.90, -2.79, 4.12], [-1.10, -4.12, 3.79], [-1.64, -4.48, 2.54], [-1.95, -3.51, 1.60], [-1.15, -0.37, 3.45], [-1.42, 0.53, 2.44], [-2.86, 0.37, -1.06], [-3.28, 1.16, -2.11], [-4.31, 3.79, -4.81], [-3.45, 2.21, -4.75], [-5.07, 2.38, -3.98], [-2.38, 4.22, -0.86], [-1.62, 2.78, 1.02], [-0.48, -2.48, 5.08], [-0.85, -4.90, 4.51], [-1.81, -5.53, 2.30], [-2.34, -3.75, 0.62], [-0.76, -0.06, 4.40], [-1.29, 1.60, 2.60], [-3.00, -0.70, -1.15], [-3.74, 0.71, -2.99], [-1.88, 0.93, 5.55], [-1.82, 1.99, 6.25], [-0.64, 2.40, 7.01], [-0.49, 3.74, 7.36], [-1.46, 4.64, 7.19], [-2.65, 4.25, 6.71], [-2.91, 2.95, 6.32], [0.15, 1.69, 7.19], [0.45, 4.09, 7.79], [-3.43, 5.02, 6.63], [-3.89, 2.66, 5.96]]}

(2)
{"formula": "C21H18BrNO5Rh", "method": "ωB97M-V with the def2-TZVPD basis set", "orbital_gap_ev": 7.029, "energy_ev": -106851.255, "charge": -1, "homo_ev": -4.5, "largest_force_ev_per_a": 0.78, "species": ["Rh", "O", "C", "C", "C", "N", "C", "C", "C", "O", "O", "C", "O", "O", "H", "H", "H", "Br", "C", "C", "C", "C", "C", "C", "C", "C", "C", "C", "H", "H", "H", "H", "H", "H", "C", "C", "C", "C", "H", "H", "H", "H", "H", "H", "H", "H", "H"], "xyz": [[0.15, 0.16, -0.27], [-5.02, 1.35, -3.16], [-3.83, 1.11, -2.54], [-2.62, 1.56, -3.06], [-1.47, 1.27, -2.37], [-1.53, 0.56, -1.24], [-2.67, 0.11, -0.72], [-3.86, 0.37, -1.35], [-2.48, -0.69, 0.58], [-3.47, -1.16, 1.11], [-1.26, -0.80, 0.95], [-0.04, 1.66, -2.76], [0.11, 2.29, -3.80], [0.85, 1.26, -1.94], [-4.85, 1.87, -3.96], [-2.56, 2.13, -3.98], [-4.79, 0.01, -0.94], [0.38, 2.24, 2.31], [2.12, 2.15, 1.53], [2.85, 3.31, 1.43], [3.97, 3.33, 0.59], [4.25, 2.24, -0.19], [3.51, 1.06, -0.10], [3.67, -0.03, -1.03], [2.81, -1.06, -1.05], [1.78, -1.19, -0.04], [1.77, -0.30, 1.06], [2.48, 0.96, 0.87], [2.51, 4.20, 1.94], [4.55, 4.24, 0.50], [5.05, 2.29, -0.93], [4.44, 0.06, -1.79], [2.88, -1.81, -1.82], [1.39, -2.19, 0.14], [2.25, -2.33, 4.30], [2.69, -1.52, 3.08], [3.75, -0.50, 3.48], [1.46, -0.87, 2.42], [3.10, -2.79, 4.80], [1.55, -3.12, 4.01], [1.74, -1.68, 5.02], [3.13, -2.21, 2.35], [3.33, 0.22, 4.19], [4.12, 0.06, 2.62], [4.60, -0.99, 3.96], [1.05, -0.13, 3.11], [0.68, -1.62, 2.29]]}

(3)
{"formula": "C21H18Cl2N4O2S", "method": "ωB97M-V with the def2-TZVPD basis set", "orbital_gap_ev": 8.059, "energy_ev": -68001.320, "charge": 0, "smiles": "[H]/N=C(/c1ccc(C(=O)Nc2ccc(Cl)cc2C(=O)Nc2ccc(Cl)s2)cc1)N(C)C", "homo_ev": -8.2, "largest_force_ev_per_a": 6.29, "species": ["H", "N", "C", "C", "C", "C", "C", "C", "O", "N", "C", "C", "C", "C", "Cl", "C", "C", "C", "O", "N", "C", "C", "C", "C", "Cl", "S", "C", "C", "N", "C", "C", "H", "H", "H", "H", "H", "H", "H", "H", "H", "H", "H", "H", "H", "H", "H", "H", "H"], "xyz": [[2.30, 5.46, -1.32], [2.00, 4.53, -1.09], [2.25, 3.45, -1.86], [1.89, 2.10, -1.40], [0.92, 1.27, -1.89], [0.84, -0.06, -1.45], [1.64, -0.48, -0.22], [1.50, -1.88, 0.29], [2.40, -2.53, 0.69], [0.24, -2.36, 0.41], [-0.31, -3.40, 1.18], [0.38, -4.56, 1.68], [-0.32, -5.49, 2.45], [-1.77, -5.36, 2.73], [-2.45, -6.62, 3.72], [-2.38, -4.26, 2.31], [-1.73, -3.30, 1.50], [-2.49, -2.10, 1.20], [-2.68, -1.85, 0.01], [-3.15, -1.48, 2.27], [-3.88, -0.24, 2.16], [-4.19, 0.54, 1.05], [-4.95, 1.61, 1.39], [-5.25, 1.69, 2.73], [-6.02, 3.09, 3.42], [-4.36, 0.43, 3.72], [2.62, 0.40, 0.36], [2.68, 1.69, -0.25], [3.15, 3.60, -2.89], [3.57, 4.87, -3.41], [3.38, 2.34, -3.87], [0.51, 1.47, -2.83], [0.18, -0.84, -1.90], [-0.43, -1.80, -0.08], [1.45, -4.68, 1.73], [0.26, -6.29, 2.83], [-3.44, -4.04, 2.50], [-3.06, -1.94, 3.22], [-4.06, 0.47, -0.08], [-5.32, 2.27, 0.63], [3.12, 0.01, 1.29], [3.32, 2.42, 0.24], [3.98, 5.48, -2.58], [4.39, 4.75, -4.16], [2.90, 5.47, -3.92], [2.92, 2.55, -4.79], [4.46, 2.27, -4.01], [2.97, 1.34, -3.67]]}

(4)
{"formula": "C21H18CrIN7OS", "method": "ωB97M-V with the def2-TZVPD basis set", "orbital_gap_ev": [7.949, 7.744], "energy_ev": -81891.322, "charge": 2, "homo_ev": [-14.1, -14.1], "largest_force_ev_per_a": 0.70, "spin_multiplicity": 5, "species": ["Cr", "N", "C", "N", "C", "N", "C", "C", "N", "C", "C", "N", "H", "H", "H", "H", "H", "I", "C", "C", "N", "N", "C", "H", "H", "H", "O", "S", "C", "C", "C", "C", "C", "C", "C", "C", "C", "C", "C", "C", "H", "H", "H", "H", "H", "H", "H", "H", "H", "H"], "xyz": [[-0.97, 0.85, 0.64], [-2.56, 3.78, 3.22], [-1.78, 3.61, 2.16], [-1.63, 2.30, 1.97], [-2.36, 1.74, 2.98], [-2.94, 2.60, 3.76], [-2.36, 0.27, 3.12], [-3.08, -0.44, 4.06], [-2.96, -1.76, 4.16], [-2.13, -2.37, 3.33], [-1.43, -1.68, 2.35], [-1.55, -0.36, 2.25], [-2.86, 4.65, 3.65], [-1.35, 4.41, 1.59], [-3.76, 0.07, 4.73], [-2.02, -3.44, 3.43], [-0.79, -2.17, 1.63], [-5.32, 1.68, -2.99], [-3.37, 1.79, -2.42], [-2.24, 1.77, -3.22], [-1.17, 1.82, -2.41], [-1.52, 1.91, -1.11], [-2.86, 1.89, -1.12], [-2.14, 1.73, -4.29], [-0.20, 1.89, -2.67], [-3.42, 2.00, -0.20], [-0.31, -0.77, -0.33], [0.60, -1.09, -1.53], [1.54, -2.48, -1.07], [1.42, -3.59, -1.90], [2.17, -4.72, -1.61], [3.02, -4.73, -0.52], [3.13, -3.61, 0.31], [2.39, -2.48, 0.04], [1.80, 0.21, -1.57], [2.15, 0.94, -0.44], [3.11, 1.94, -0.54], [3.71, 2.20, -1.77], [3.36, 1.46, -2.89], [2.40, 0.46, -2.80], [0.75, -3.57, -2.75], [2.10, -5.59, -2.25], [3.62, -5.60, -0.31], [3.79, -3.63, 1.16], [2.47, -1.60, 0.68], [1.72, 0.70, 0.53], [3.40, 2.50, 0.34], [4.46, 2.97, -1.85], [3.83, 1.66, -3.85], [2.12, -0.11, -3.68]]}

(5)
{"formula": "C21H18F2N", "method": "ωB97M-V with the def2-TZVPD basis set", "orbital_gap_ev": 5.327, "energy_ev": -28985.932, "charge": 1, "homo_ev": -11.5, "largest_force_ev_per_a": 3.18, "species": ["F", "C", "C", "C", "C", "C", "C", "C", "C", "C", "C", "C", "F", "C", "C", "H", "H", "H", "H", "H", "H", "H", "H", "H", "C", "N", "C", "C", "C", "C", "C", "C", "C", "H", "H", "H", "H", "H", "H", "H", "H", "H"], "xyz": [[-1.66, -3.19, -3.67], [-0.61, -2.33, -3.51], [0.58, -2.56, -4.17], [1.65, -1.70, -4.00], [1.53, -0.60, -3.18], [0.32, -0.33, -2.50], [0.27, 0.84, -1.70], [-0.73, 1.44, -0.89], [-0.42, 2.65, -0.25], [-1.35, 3.31, 0.52], [-2.62, 2.79, 0.67], [-2.96, 1.59, 0.07], [-4.22, 1.09, 0.19], [-2.02, 0.92, -0.69], [-0.74, -1.23, -2.70], [0.66, -3.41, -4.82], [2.57, -1.87, -4.53], [2.36, 0.06, -3.05], [1.19, 1.41, -1.72], [0.57, 3.05, -0.36], [-1.08, 4.24, 0.99], [-3.36, 3.30, 1.25], [-2.33, -0.02, -1.10], [-1.70, -1.09, -2.24], [-1.64, -2.41, 0.77], [-0.91, -1.37, 1.33], [0.27, -1.54, 1.76], [1.06, -0.49, 2.39], [2.36, -0.73, 2.83], [3.10, 0.27, 3.42], [2.55, 1.53, 3.58], [1.26, 1.78, 3.15], [0.52, 0.78, 2.56], [-2.64, -2.07, 0.49], [-1.14, -2.79, -0.12], [-1.75, -3.22, 1.49], [0.70, -2.52, 1.68], [2.78, -1.72, 2.72], [4.10, 0.07, 3.76], [3.13, 2.31, 4.05], [0.83, 2.76, 3.28], [-0.48, 0.97, 2.22]]}

(6)
{"formula": "C21H18F2NO", "method": "ωB97M-V with the def2-TZVPD basis set", "orbital_gap_ev": 4.079, "energy_ev": -31033.048, "charge": 1, "homo_ev": -10.0, "largest_force_ev_per_a": 1.59, "species": ["F", "C", "C", "C", "C", "C", "C", "C", "C", "C", "F", "C", "C", "C", "C", "H", "H", "H", "H", "H", "H", "H", "H", "H", "C", "C", "C", "N", "C", "C", "C", "C", "C", "O", "H", "H", "H", "H", "H", "H", "H", "H", "H"], "xyz": [[-4.94, 1.37, -1.88], [-3.66, 0.94, -1.80], [-3.37, -0.42, -1.78], [-2.08, -0.86, -1.70], [-1.00, 0.04, -1.67], [0.31, -0.52, -1.66], [1.61, 0.04, -1.74], [2.70, -0.86, -1.68], [3.99, -0.41, -1.81], [4.26, 0.93, -1.98], [5.54, 1.37, -2.09], [3.21, 1.83, -2.04], [1.91, 1.40, -1.92], [-1.31, 1.41, -1.67], [-2.61, 1.84, -1.75], [-4.19, -1.12, -1.83], [-1.88, -1.92, -1.69], [0.31, -1.59, -1.61], [2.51, -1.90, -1.53], [4.81, -1.10, -1.78], [3.44, 2.87, -2.18], [1.14, 2.13, -2.00], [-0.55, 2.15, -1.56], [-2.85, 2.89, -1.77], [2.92, 0.26, 1.70], [1.64, -0.51, 1.82], [0.47, 0.21, 2.06], [-0.78, -0.37, 2.29], [-0.97, -1.73, 2.19], [-2.19, -2.31, 2.43], [-3.25, -1.51, 2.81], [-3.07, -0.15, 2.93], [-1.85, 0.41, 2.67], [1.69, -1.74, 1.73], [2.75, 1.23, 1.24], [3.37, 0.42, 2.68], [3.65, -0.28, 1.09], [0.53, 1.28, 2.08], [-0.12, -2.34, 1.95], [-2.30, -3.37, 2.35], [-4.21, -1.95, 3.01], [-3.88, 0.47, 3.27], [-1.69, 1.47, 2.79]]}

(7)
{"formula": "C21H18IN4OPbSSi", "method": "ωB97M-V with the def2-TZVPD basis set", "orbital_gap_ev": 7.232, "energy_ev": -62129.538, "charge": 1, "homo_ev": -11.9, "largest_force_ev_per_a": 0.96, "species": ["Pb", "C", "Si", "C", "C", "C", "C", "C", "C", "N", "C", "S", "H", "H", "H", "H", "H", "H", "H", "H", "H", "H", "H", "H", "I", "C", "C", "C", "C", "C", "C", "C", "C", "C", "C", "H", "H", "H", "H", "H", "H", "O", "N", "C", "C", "N", "C", "N"], "xyz": [[-1.07, -1.02, 0.01], [0.60, 3.95, -2.47], [-0.44, 4.46, -1.02], [-2.26, 4.52, -1.40], [0.15, 6.07, -0.31], [-0.18, 3.14, 0.35], [0.37, 3.47, 1.58], [0.54, 2.54, 2.60], [0.15, 1.24, 2.37], [-0.37, 0.89, 1.18], [-0.53, 1.79, 0.21], [-1.26, 1.11, -1.25], [0.61, 4.74, -3.23], [0.23, 3.04, -2.95], [1.64, 3.78, -2.17], [-2.48, 5.42, -1.98], [-2.85, 4.56, -0.49], [-2.59, 3.66, -1.99], [0.00, 6.87, -1.04], [1.21, 6.05, -0.06], [-0.41, 6.35, 0.59], [0.68, 4.49, 1.76], [0.95, 2.82, 3.56], [0.21, 0.46, 3.12], [-2.16, -3.31, -1.57], [-0.18, -3.98, -1.66], [0.02, -5.10, -2.40], [1.31, -5.64, -2.53], [2.36, -5.05, -1.89], [2.17, -3.89, -1.11], [3.27, -3.30, -0.44], [3.13, -2.18, 0.32], [1.86, -1.58, 0.44], [0.78, -2.13, -0.18], [0.87, -3.31, -0.97], [-0.81, -5.59, -2.90], [1.46, -6.53, -3.13], [3.36, -5.45, -1.98], [4.24, -3.78, -0.54], [3.98, -1.74, 0.83], [1.76, -0.68, 1.03], [-2.24, -1.49, 1.65], [-2.29, -2.82, 1.83], [-2.83, -3.14, 2.94], [-2.95, -4.54, 3.24], [-3.05, -5.66, 3.50], [-3.30, -2.17, 3.90], [-3.65, -1.37, 4.64]]}

(8)
{"formula": "C21H18N2O", "method": "ωB97M-V with the def2-TZVPD basis set", "orbital_gap_ev": 8.357, "energy_ev": -27097.843, "charge": 0, "smiles": "C=CCNC(=O)c1c2c(nc3ccccc13)-c1ccccc1CC2", "homo_ev": -8.4, "largest_force_ev_per_a": 0.67, "species": ["C", "C", "C", "N", "C", "O", "C", "C", "C", "N", "C", "C", "C", "C", "C", "C", "C", "C", "C", "C", "C", "C", "C", "C", "H", "H", "H", "H", "H", "H", "H", "H", "H", "H", "H", "H", "H", "H", "H", "H", "H", "H"], "xyz": [[-5.18, -0.58, -1.34], [-4.98, -1.85, -1.04], [-3.68, -2.46, -0.59], [-2.58, -1.53, -0.55], [-1.87, -1.29, 0.58], [-2.07, -1.86, 1.63], [-0.81, -0.24, 0.38], [0.51, -0.59, 0.22], [1.46, 0.45, -0.01], [1.13, 1.71, -0.09], [-0.16, 2.08, 0.09], [-0.49, 3.45, 0.03], [-1.78, 3.85, 0.22], [-2.79, 2.92, 0.50], [-2.50, 1.58, 0.56], [-1.18, 1.13, 0.35], [2.86, 0.09, -0.19], [3.75, 0.99, -0.77], [5.08, 0.65, -0.94], [5.53, -0.59, -0.52], [4.66, -1.49, 0.07], [3.32, -1.16, 0.24], [2.35, -2.10, 0.90], [0.98, -2.01, 0.23], [-6.15, -0.23, -1.65], [-4.41, 0.16, -1.28], [-5.79, -2.57, -1.10], [-3.79, -2.85, 0.43], [-3.44, -3.30, -1.25], [-2.37, -1.01, -1.39], [0.31, 4.15, -0.17], [-2.03, 4.90, 0.18], [-3.80, 3.26, 0.67], [-3.27, 0.86, 0.80], [3.37, 1.95, -1.09], [5.77, 1.35, -1.40], [6.57, -0.86, -0.65], [5.01, -2.45, 0.40], [2.73, -3.12, 0.86], [2.25, -1.82, 1.95], [0.26, -2.65, 0.75], [1.06, -2.37, -0.80]]}

(9)
{"formula": "C21H18N4O3", "method": "ωB97M-V with the def2-TZVPD basis set", "orbital_gap_ev": 7.973, "energy_ev": -34169.084, "charge": 0, "smiles": "COCCOc1cncc(-c2cc3c(ccc4c5c([nH]c43)CNC5=O)cn2)c1", "homo_ev": -8.0, "largest_force_ev_per_a": 6.39, "species": ["C", "O", "C", "C", "O", "C", "C", "N", "C", "C", "C", "C", "C", "C", "C", "C", "C", "C", "C", "N", "C", "C", "N", "C", "O", "C", "N", "C", "H", "H", "H", "H", "H", "H", "H", "H", "H", "H", "H", "H", "H", "H", "H", "H", "H", "H"], "xyz": [[4.45, 1.35, 1.93], [4.05, 1.35, 0.59], [4.94, 0.66, -0.24], [4.58, 0.82, -1.72], [4.07, -0.49, -2.14], [2.72, -0.85, -2.07], [2.39, -2.03, -2.71], [1.23, -2.68, -2.49], [0.24, -2.04, -1.72], [0.47, -0.74, -1.30], [-0.60, 0.15, -0.61], [-1.69, -0.37, -0.03], [-2.68, 0.42, 0.61], [-2.42, 1.82, 0.56], [-3.34, 2.70, 1.08], [-4.52, 2.14, 1.75], [-4.82, 0.80, 1.69], [-5.89, -0.05, 2.08], [-5.61, -1.34, 1.90], [-4.42, -1.45, 1.30], [-3.90, -0.13, 1.09], [-6.55, -2.29, 2.47], [-7.33, -1.26, 3.19], [-7.03, 0.04, 2.91], [-7.50, 1.03, 3.42], [-1.23, 2.32, -0.09], [-0.34, 1.45, -0.66], [1.73, -0.08, -1.43], [3.58, 1.75, 2.56], [4.82, 0.45, 2.11], [5.25, 2.08, 2.08], [4.86, -0.38, 0.13], [5.97, 0.99, -0.05], [3.96, 1.69, -1.93], [5.44, 1.00, -2.27], [3.12, -2.51, -3.34], [-0.73, -2.60, -1.44], [-1.76, -1.37, -0.03], [-3.10, 3.75, 1.04], [-5.36, 2.83, 2.04], [-3.98, -2.28, 0.97], [-7.27, -2.79, 1.78], [-6.04, -2.88, 3.15], [-8.08, -1.47, 3.85], [-1.01, 3.29, 0.12], [1.98, 0.88, -0.96]]}

(10)
{"formula": "C21H18O3S", "method": "ωB97M-V with the def2-TZVPD basis set", "orbital_gap_ev": 7.954, "energy_ev": -39043.983, "charge": 0, "smiles": "COC(=O)C1=C(C)Oc2ccc3ccccc3c2[C@@H]1c1sccc1C", "homo_ev": -7.9, "largest_force_ev_per_a": 6.22, "species": ["C", "O", "C", "O", "C", "C", "C", "O", "C", "C", "C", "C", "C", "C", "C", "C", "C", "C", "C", "C", "S", "C", "C", "C", "C", "H", "H", "H", "H", "H", "H", "H", "H", "H", "H", "H", "H", "H", "H", "H", "H", "H", "H"], "xyz": [[-1.49, 2.47, -3.13], [-1.12, 1.40, -2.16], [-0.06, 0.57, -2.27], [0.59, 0.38, -3.30], [0.08, -0.29, -1.06], [-0.61, -1.46, -0.96], [-1.39, -1.95, -2.14], [-0.64, -2.27, 0.07], [0.04, -1.80, 1.14], [-0.21, -2.65, 2.16], [0.48, -2.50, 3.43], [1.49, -1.48, 3.49], [2.25, -1.29, 4.70], [3.15, -0.26, 4.88], [3.33, 0.73, 3.86], [2.60, 0.49, 2.60], [1.66, -0.56, 2.44], [0.85, -0.63, 1.29], [0.99, 0.28, 0.12], [0.39, 1.70, 0.53], [-0.79, 2.01, 1.77], [-1.01, 3.74, 1.39], [-0.03, 4.06, 0.43], [0.85, 2.98, 0.04], [1.93, 3.12, -1.00], [-2.08, 2.05, -3.92], [-0.57, 2.94, -3.56], [-2.11, 3.14, -2.60], [-2.37, -1.44, -2.07], [-1.43, -3.02, -2.02], [-0.82, -1.67, -3.04], [-0.90, -3.52, 1.99], [0.43, -3.18, 4.24], [1.94, -1.90, 5.55], [3.58, -0.08, 5.85], [3.85, 1.70, 4.03], [2.82, 1.31, 1.81], [1.95, 0.43, -0.21], [-1.62, 4.40, 1.91], [0.11, 5.11, 0.15], [1.63, 3.99, -1.55], [2.87, 3.60, -0.63], [2.12, 2.10, -1.49]]}